Density functional theory data (wB97M-V/def2-TZVPD) for a structure of composition C41H54CoN5O3PS2Te.

```
! wB97M-V def2-TZVPD RIJCOSX def2/J DEFGRID3
* xyz 0 4
Co 13.40 14.95 12.13
S 14.78 15.14 10.14
C 15.28 13.53 10.32
N 14.94 12.68 11.20
C 15.55 11.48 11.16
C 15.25 10.38 11.92
C 15.96 9.24 11.72
C 17.04 9.23 10.86
C 17.28 10.26 9.99
C 16.53 11.42 10.17
S 16.55 12.86 9.18
H 14.42 10.59 12.64
H 15.77 8.24 12.18
H 17.59 8.31 10.76
H 18.17 10.21 9.34
C 7.82 14.23 12.94
C 9.22 14.14 13.36
O 9.83 12.92 12.85
P 11.46 12.78 13.07
O 11.55 11.13 12.89
C 10.63 10.26 13.47
C 11.12 8.86 13.33
O 12.11 13.29 11.63
C 12.14 12.52 10.38
C 10.94 11.75 9.89
H 7.36 15.23 13.26
H 7.29 13.41 13.37
H 7.67 14.15 11.88
H 9.33 14.18 14.44
H 9.86 14.91 12.92
H 9.63 10.41 13.03
H 10.58 10.48 14.56
H 11.17 8.68 12.22
H 10.42 8.09 13.65
H 12.12 8.72 13.74
H 12.98 11.90 10.48
H 12.41 13.30 9.67
H 10.67 11.00 10.64
H 11.23 11.29 8.92
H 10.06 12.41 9.77
C 18.71 13.78 13.34
C 18.21 14.91 12.41
N 16.80 15.12 12.64
C 16.07 14.69 13.68
N 14.78 14.74 13.60
C 14.14 14.65 14.92
C 14.57 13.45 15.74
C 16.04 13.14 15.43
N 16.73 14.25 14.79
C 18.19 14.21 14.71
H 19.77 13.70 13.38
H 18.34 12.77 13.05
H 18.40 14.73 11.34
H 18.75 15.79 12.63
H 16.39 15.56 11.82
H 13.04 14.75 14.71
H 14.45 15.54 15.43
H 14.07 12.49 15.56
H 14.43 13.67 16.79
H 16.09 12.25 14.75
H 16.51 12.72 16.30
H 18.48 13.58 15.53
H 18.63 15.23 14.87
Te 14.84 18.77 8.22
C 16.98 18.60 8.32
C 17.83 19.67 8.53
C 19.20 19.43 8.72
C 19.73 18.12 8.71
C 18.86 17.01 8.38
C 17.51 17.28 8.18
C 14.70 20.26 9.74
C 14.87 19.90 11.06
C 14.88 20.92 12.01
C 14.66 22.24 11.65
C 14.44 22.62 10.29
C 14.51 21.61 9.35
H 17.41 20.64 8.76
H 19.89 20.26 8.94
H 20.80 18.07 8.85
H 19.24 16.01 8.34
H 16.82 16.52 7.90
H 14.84 18.85 11.38
H 15.13 20.68 13.03
H 14.62 23.06 12.32
H 14.37 23.68 10.03
H 14.56 21.87 8.29
C 11.13 17.90 8.57
N 10.18 17.01 9.25
C 9.28 16.41 8.33
C 10.63 16.14 10.32
C 11.11 16.89 11.52
C 10.59 18.15 11.76
C 11.09 19.01 12.76
C 12.15 18.56 13.52
C 12.66 17.25 13.27
C 12.22 16.47 12.26
H 10.66 18.23 7.63
H 12.08 17.47 8.31
H 11.24 18.77 9.21
H 8.73 17.18 7.77
H 8.47 15.89 8.87
H 9.72 15.78 7.57
H 11.38 15.49 10.03
H 9.77 15.39 10.58
H 9.81 18.47 11.13
H 10.61 19.92 13.04
H 12.48 19.17 14.37
H 13.47 16.93 13.92
*
```

The calculation puts the HOMO-LUMO gap (alpha / beta) at 8.0 / 8.0 eV. The value obtained for the LUMO energy (alpha / beta) is 0.6 / 0.6 eV.

Here are the Löwdin charges for atoms 1 to 8, given in e: number 1, Co, carries 0.5093; number 2, S, carries 0.6050; number 3, C, carries -1.0695; number 4, N, carries -0.0073; number 5, C, carries -0.3594; number 6, C, carries -0.0321; number 7, C, carries -0.1032; number 8, C, carries -0.1227